A gas-phase ion, C3H6N5O3 (charge +1) at a distorted geometry, computed with ωB97M-V/def2-TZVPD.

Computed properties:
E_HOMO = -12.98 eV
Lowest unoccupied orbital energy = -6.3 eV
Energy relative to the best compared isomer or geometry (same formula, charge and spin) = 181.3 kcal/mol
Molecular weight = 160.113 g/mol
SMILES = N=C=NCO[N+](=O)/C=[N+](/N)[O-]

```
! RIJCOSX wB97M-V def2-TZVPD def2/J DEFGRID3
* xyz 1 1
C -0.84036 -2.11593 1.15325
H 1.20134 -0.59312 -1.79033
N 0.19948 1.34155 -1.78705
O -0.78465 1.95597 -1.54307
H 1.45824 2.65576 -2.81264
C -0.19914 -0.14416 2.47069
O -0.24522 -1.76875 -0.10546
H 2.13743 1.34528 -2.14093
N -0.64139 -0.51439 -0.55845
N -0.36187 -1.33988 2.25463
H -2.01075 -2.19335 1.32304
N 1.27644 1.74800 -2.41690
H -0.35998 -3.15204 1.27746
C 0.23950 -0.03299 -1.43850
N 0.27406 0.91623 2.75057
H 0.15592 1.79364 3.30665
O -1.49903 0.09818 0.05703
*
```



A gas-phase ion, C3H6NO2 (charge -1) at a distorted geometry, computed with ωB97M-V/def2-TZVPD.

Computed properties:
E_HOMO = -1.67 eV
Lowest unoccupied orbital energy = 4.2 eV
Energy relative to the best compared isomer or geometry (same formula, charge and spin) = 124.2 kcal/mol
Molecular weight = 88.086 g/mol
SMILES = C[C@]1(N[O-])CO1

```
! RIJCOSX wB97M-V def2-TZVPD def2/J DEFGRID3
* xyz -1 1
O 0.94628 -1.09452 -0.80856
C 0.03601 1.22449 -0.52417
H 1.80178 0.03400 0.84364
N -1.29250 -0.75424 -0.22948
H -0.89848 1.48549 -0.11783
C -0.00266 -0.23605 -0.23996
H 0.00289 1.40669 -1.56238
O -2.32813 0.04386 0.38163
H -1.18906 -1.51718 0.50993
H 0.96812 -1.56404 1.31336
H 0.85194 1.75284 -0.16545
C 1.10380 -0.78134 0.59927
*
```



A gas-phase ion, C3H6NO2 (charge -1) at a distorted geometry, computed with ωB97M-V/def2-TZVPD.

Computed properties:
E_HOMO = -2.63 eV
Lowest unoccupied orbital energy = 4.1 eV
Energy relative to the best compared isomer or geometry (same formula, charge and spin) = 67.1 kcal/mol
Molecular weight = 88.086 g/mol
SMILES = O=CNCC[O-]

```
! RIJCOSX wB97M-V def2-TZVPD def2/J DEFGRID3
* xyz -1 1
N 0.19876 -0.82825 -0.33266
H -1.63577 -1.78367 -0.74117
H 0.86611 1.05252 -1.15216
C 0.10871 0.57616 -0.49315
O -0.33184 2.59623 0.48247
C 0.17381 1.40697 0.75703
H 1.39687 1.61588 1.13812
H 0.93836 -1.04949 0.30493
H -0.87495 0.64756 -1.01184
O -0.07077 -3.09010 -0.21354
H -0.19753 0.79807 1.64631
C -0.57176 -1.94185 -0.38435
*
```



A gas-phase ion, C3H6NO2 (charge -1) at a distorted geometry, computed with ωB97M-V/def2-TZVPD.

Computed properties:
E_HOMO = -2.56 eV
Lowest unoccupied orbital energy = 4.0 eV
Energy relative to the best compared isomer or geometry (same formula, charge and spin) = 58.7 kcal/mol
Molecular weight = 88.086 g/mol
SMILES = O=CNCC[O-]

```
! RIJCOSX wB97M-V def2-TZVPD def2/J DEFGRID3
* xyz -1 1
H -0.36933 1.75140 0.10365
H -0.67728 -1.00641 1.26237
C -0.82246 0.98087 0.78646
O -1.02288 1.06920 2.18803
N 0.04513 -0.72392 -0.72841
O 1.36495 -0.52235 -2.63323
H -1.78176 0.84638 0.28952
H 2.00727 -0.10004 -0.80407
C -0.06473 -0.29861 0.69063
H 0.86167 -0.17477 1.26027
C 1.15847 -0.47440 -1.42526
H -0.69904 -1.34735 -0.98995
*
```



A molecular structure, C3H6NO2 at a distorted geometry, computed with ωB97M-V/def2-TZVPD.

Computed properties:
E_HOMO = -13.41 eV
Lowest unoccupied orbital energy = -4.3 eV
Energy relative to the best compared isomer or geometry (same formula, charge and spin) = 151.9 kcal/mol
Molecular weight = 88.086 g/mol

```
! RIJCOSX wB97M-V def2-TZVPD def2/J DEFGRID3
* xyz 1 1
C -0.55287 -0.31069 0.80025
O -1.05834 0.97585 1.22245
H 1.54122 1.18120 -0.42287
N 1.04410 0.67304 -1.15330
C -1.74574 -0.22121 1.49001
H 0.05949 -1.16216 -1.22415
H -2.90019 -0.36955 1.65369
H 0.24325 1.20975 -1.47397
H 1.57447 -1.07172 -0.17861
O -0.51546 -0.96622 2.02175
H 1.61000 0.72700 -2.04630
C 0.70007 -0.66529 -0.68896
*
```



A gas-phase ion, C3H6NO2 (charge +1) at a distorted geometry, computed with ωB97M-V/def2-TZVPD.

Computed properties:
E_HOMO = -15.21 eV
Lowest unoccupied orbital energy = -4.6 eV
Energy relative to the best compared isomer or geometry (same formula, charge and spin) = 117.5 kcal/mol
Molecular weight = 88.086 g/mol
SMILES = CO[N+]1=C(O)C1

```
! RIJCOSX wB97M-V def2-TZVPD def2/J DEFGRID3
* xyz 1 1
H 2.14665 0.20820 0.85161
C 1.94621 -0.51866 -0.03282
H -0.30282 1.73201 -0.92184
C -1.58830 -0.04044 0.01163
N -0.34055 -0.26749 0.13975
O 0.71707 -1.12988 -0.03672
H -0.79556 1.85434 0.91369
H -2.91597 -1.34990 -0.27521
C -0.73489 1.18830 0.04894
O -2.79880 -0.49051 0.11465
H 2.63969 -1.37749 0.06742
H 2.02727 0.19151 -0.88111
*
```



A gas-phase ion, C3H6NO3 (charge +1) at a distorted geometry, computed with ωB97M-V/def2-TZVPD.

Computed properties:
E_HOMO = -15.01 eV
Lowest unoccupied orbital energy = -4.0 eV
Energy relative to the best compared isomer or geometry (same formula, charge and spin) = 48.6 kcal/mol
Molecular weight = 104.085 g/mol
SMILES = [NH3+][C@@]1(O)COC1=O

```
! RIJCOSX wB97M-V def2-TZVPD def2/J DEFGRID3
* xyz 1 1
C 0.59700 0.11019 -0.17904
O 1.88999 2.21527 0.47626
C 1.09244 1.65983 -0.19368
H -1.50070 0.73724 -0.94170
H -0.41160 0.59870 -2.35056
H -0.54147 0.66436 1.33665
O 1.43664 -0.87621 -0.33876
O 0.16244 2.14206 -1.02434
H 0.36776 -0.53820 1.68461
N -0.25890 -0.17163 0.99617
C -0.47265 0.83818 -1.24680
H 1.83022 -0.87757 -1.18070
H -1.04713 -0.77986 0.83165
*
```



2 unconnected molecules or ions with the total composition C3H6NO4 at a distorted geometry, computed with ωB97M-V/def2-TZVPD.

Computed properties:
E_HOMO (alpha / beta) = -11.05 / -11.02 eV
Lowest unoccupied orbital energy (alpha / beta) = 0.5 / -4.2 eV
Energy relative to the best compared isomer or geometry (same formula, charge and spin) = 8.7 kcal/mol
Molecular weight = 120.084 g/mol

```
! RIJCOSX wB97M-V def2-TZVPD def2/J DEFGRID3
* xyz 0 2
C -0.57896 0.33394 0.61097
H -1.20002 1.19952 0.41225
O -1.28749 -1.69102 2.36153
H -0.12741 -0.74602 3.74150
O 1.75252 0.66457 0.07673
H 0.71114 0.41345 -3.44417
H 0.14524 -0.59036 -4.47038
C 0.66223 0.45320 -0.40443
N -0.10223 0.22951 1.93456
O 0.19995 0.37264 -1.55870
O 0.67644 0.20270 -4.38493
H 0.85816 0.51480 2.08113
H -1.17736 -0.52465 0.32162
C -0.53222 -0.83226 2.72233
*
```



Summary of DFT total energy in eV
-16785.605, -8789.831, -8792.306, -8792.670, -8779.396, -8780.887, -10831.857, -12886.433
(order as listed above)